[1]
DFT (wB97M-V/def2-TZVPD) results for a structure of composition C7H10O2.

The total energy is -422.85228 hartree. The relative energy (zero: lowest compared OMol25 entry of this formula, charge and spin) is 218.15 kcal per mole. For the HOMO energy, the calculation gives -9.04 eV.

Structure (XYZ):
```
19
Properties=species:S:1:pos:R:3:forces:R:3:mulliken_charge:R:1
C -1.573291 1.591458 0.582365 -1.88 -1.54 -4.96 -1.022
C -0.602904 0.463378 -0.029272 -3.40 1.00 2.70 1.076
C -0.826228 -1.813234 -0.193190 -2.82 -1.69 0.13 -0.353
C 0.593299 -1.250044 0.099700 1.69 2.14 -2.78 -0.191
C 2.013757 -0.382842 0.317166 2.33 -3.89 -0.59 -0.418
C 1.744706 0.842472 -0.368262 -1.16 6.43 -0.90 0.088
C 0.467037 1.192446 -0.721721 2.52 0.74 0.01 -0.983
H -2.709266 0.853271 0.666568 3.47 3.16 0.28 0.270
H -1.558506 2.397142 -0.485204 -1.11 -2.28 3.51 0.230
H -1.099603 2.205725 1.360999 -0.63 -0.73 0.15 0.333
H -1.129235 -1.744029 0.899328 -1.05 -1.81 -1.77 0.247
H -1.287509 -2.616505 -0.933879 1.74 1.39 1.73 0.280
H 0.448697 -0.838251 -1.021590 1.52 -0.70 2.10 0.298
H 2.311929 -0.449157 1.360318 -0.43 0.62 0.13 0.332
H 2.996310 -0.573460 -0.213114 -0.94 -1.51 0.30 0.297
H 2.597727 1.728262 -0.491383 -2.03 -2.87 0.18 0.227
H 0.116591 2.128694 -1.209959 1.04 -0.91 0.11 0.274
O -1.372822 -0.542523 -0.770718 0.31 -0.28 0.60 -0.481
O -0.075352 -0.326665 1.014119 0.85 2.71 -0.93 -0.506
```
Forces are in eV/Å.

[2]
DFT (wB97M-V/def2-TZVPD) results for an isolated molecule of C10H14N2O3.

The total energy is -724.65279 hartree. Its SMILES is NC[C@@H](N)[C@H](C(=O)O)c1ccccc1O. The relative energy (zero: lowest compared OMol25 entry of this formula, charge and spin) is 41.63 kcal per mole. For the HOMO energy, the calculation gives -8.58 eV.

Structure (XYZ):
```
29
Properties=species:S:1:pos:R:3:forces:R:3:mulliken_charge:R:1
N 2.174058 -0.851580 -1.770483 1.81 -2.00 0.11 -0.716
C 1.697110 0.372733 -1.256023 -2.75 0.58 2.39 -0.793
C 0.148029 0.688102 -1.625131 0.55 -2.24 0.07 -0.193
N -0.201175 0.248729 -3.013784 -0.03 -2.01 1.96 -0.604
C -0.827309 -0.109999 -0.626176 0.29 -1.94 -3.41 0.009
C -2.316580 0.360940 -0.898692 0.14 -0.36 2.09 0.285
O -3.050085 0.727656 -0.000949 0.72 -0.18 -1.12 -0.567
O -2.678573 0.297887 -2.156913 -0.99 -0.13 0.21 -0.498
C -0.461726 0.034632 0.747120 0.32 -0.97 4.98 -0.451
C -0.607437 1.242762 1.471769 0.44 0.25 -1.82 -0.407
C -0.258809 1.390240 2.785700 -1.17 1.44 2.91 -0.802
C 0.158825 0.260452 3.538685 -0.06 1.79 0.33 -0.228
C 0.241122 -0.931600 2.921836 -0.86 0.70 -2.38 -0.814
C -0.112735 -1.092726 1.602419 -0.43 1.37 -3.36 1.171
O -0.063739 -2.334206 0.954009 -0.32 -0.19 1.68 -0.550
H 3.238862 -0.858696 -1.706703 -1.99 -0.03 -0.26 0.264
H 1.880333 -1.587972 -1.123856 0.13 -0.10 -0.43 0.242
H 2.340866 1.094598 -1.606851 1.03 2.16 -0.97 0.662
H 1.774104 0.414482 -0.126149 -0.17 0.16 -1.04 0.293
H -0.138878 1.729547 -1.525228 0.49 0.31 -0.06 0.576
H 0.123269 0.908876 -3.633361 0.65 1.89 -1.82 0.208
H 0.278499 -0.628349 -3.283594 -0.08 0.64 0.68 0.303
H -0.667451 -1.280855 -0.929081 -0.80 2.74 0.60 0.408
H -1.925635 -0.114585 -2.601075 0.62 0.30 -1.13 0.503
H -0.934190 2.140887 0.917063 0.03 -0.62 0.39 0.309
H -0.584577 2.405139 3.315595 1.22 -2.31 -1.14 0.200
H 0.471668 0.181426 4.583736 -0.30 1.04 -0.22 0.325
H 0.639249 -1.717685 3.407730 1.07 -2.79 1.72 0.546
H -0.337094 -2.990838 1.638388 0.44 0.49 -0.93 0.320
```
Forces are in eV/Å.

[3]
DFT (wB97M-V/def2-TZVPD) results for a structure of composition C22H42Cl3HoN2O4Si.

The total energy is -3892.20046 hartree. The multiplicity is 5. Its expectation value of S² is 6.0035. For the HOMO energy (spin up / spin down), the calculation gives -6.80 / -6.80 eV.

Structure (XYZ):
```
75
Properties=species:S:1:pos:R:3:forces:R:3:lowdin_spin:R:1
C 5.119318 -0.458156 1.317711 0.40 0.08 0.21 0.000
C 3.867513 0.054406 1.970895 -1.11 1.34 0.68 0.000
H 5.918151 -0.334038 2.063582 0.06 -0.09 -0.37 0.000
H 5.433554 0.068888 0.396944 -0.35 -0.18 0.36 0.000
H 5.049204 -1.530193 1.093532 -0.09 0.23 -0.05 0.000
C 3.907840 1.033962 2.906789 -0.18 -1.24 -0.86 0.000
C 5.110767 1.827299 3.353938 -0.36 0.22 0.51 0.000
H 2.962915 1.231189 3.417405 0.34 0.25 -0.15 0.000
H 5.587914 2.411713 2.551298 -0.23 -0.18 0.21 0.000
H 5.898471 1.244790 3.851704 -0.17 -0.10 -0.22 0.000
H 4.713463 2.507754 4.121556 0.50 0.14 -0.24 0.000
Ho -2.306964 0.848083 -1.539343 -1.15 -0.62 1.51 4.027
Cl -1.062094 -1.093679 -0.161169 -0.24 -0.06 -0.35 -0.003
Cl -3.390400 2.402509 -3.201454 -0.41 0.28 -0.02 -0.007
H -6.417725 -1.696563 -4.289042 0.04 -0.06 0.07 0.000
H -5.514651 -4.217494 -4.106194 0.05 0.01 0.03 0.000
C -5.362223 -1.436790 -4.393897 -0.11 0.10 -0.16 0.000
C -4.523496 -3.764842 -4.183856 -0.18 -0.15 -0.03 0.000
N -4.539921 -2.406925 -3.685747 0.41 0.02 0.58 0.000
H -5.190542 -0.437211 -3.994080 0.06 -0.18 -0.10 0.000
C -3.741489 -2.019672 -2.696045 0.02 2.55 -0.21 0.000
O -3.626514 -0.778548 -2.420016 -0.23 -2.42 -0.05 -0.004
H -3.809287 -4.354088 -3.612706 -0.02 -0.04 -0.04 0.000
H -3.163169 -2.772067 -2.143808 -0.10 0.05 -0.19 0.000
H -5.117521 -1.467894 -5.457235 0.06 0.09 0.04 0.000
H -4.233693 -3.759448 -5.238244 0.05 -0.04 0.11 0.000
H 1.811753 2.402561 -0.805568 -0.21 0.15 0.20 0.000
H 1.927725 3.903479 2.071235 -0.14 -0.08 -0.28 0.000
C 1.232645 3.338088 -0.784173 -0.02 -0.22 -0.19 0.000
C 1.149263 4.402336 1.475987 0.20 -0.26 0.40 0.000
N 0.532900 3.496168 0.495471 -0.65 0.44 0.30 0.000
H 0.509481 3.313751 -1.603391 0.11 0.03 0.17 0.000
C -0.664034 2.963384 0.735541 -0.46 -0.81 -3.05 0.000
O -1.346035 2.344299 -0.179806 1.50 1.64 2.83 -0.004
H 0.402997 4.786892 2.173645 -0.03 -0.08 -0.14 0.000
H -1.052102 3.098908 1.744171 -0.10 0.04 -0.07 0.000
H 1.912965 4.187828 -0.898978 -0.19 -0.19 -0.03 0.000
H 1.617856 5.253506 0.967502 -0.28 -0.26 -0.01 0.000
O 2.257394 -0.282209 0.178313 -0.61 1.28 0.98 0.000
C 2.519554 -0.571418 1.502332 -0.69 -1.44 -0.16 0.000
C 0.719380 0.899883 2.551001 0.10 0.64 0.58 0.000
C 1.280113 -0.379190 2.453574 -0.34 0.13 -0.11 0.000
H 1.019992 1.635593 1.783634 0.20 -0.51 0.86 0.000
C -0.141461 1.262050 3.613784 -0.27 -0.57 -0.23 0.000
H 2.761390 -1.659774 1.548385 -0.26 -0.15 0.40 0.000
C 0.630027 -1.384332 3.207707 0.46 0.05 0.54 0.000
H -0.372682 2.324805 3.824233 -0.04 -0.68 -0.36 0.000
C -0.677549 0.261421 4.459616 0.69 0.09 -0.26 0.000
C -0.289462 -1.075743 4.242139 -0.14 0.47 -0.33 0.000
H 0.866105 -2.440082 3.020640 0.18 0.46 0.20 0.000
H -1.373082 0.528654 5.274425 0.54 -0.18 -0.46 0.000
H -0.700895 -1.850481 4.921357 0.32 0.39 -0.79 0.000
Si 1.788896 -1.138321 -2.400812 0.71 -0.84 -1.91 0.000
Cl -0.328446 0.973514 -2.847568 2.49 -0.41 -1.19 -0.006
C 1.903125 -0.665503 -4.270137 -0.53 0.48 0.42 0.000
C 0.746741 -2.723616 -2.484983 -0.33 0.15 0.82 0.000
C 3.516397 -1.010544 -1.763436 0.12 -0.11 0.23 0.000
H 0.916957 -0.453067 -4.701057 0.29 -0.09 0.06 0.000
H 2.331789 -1.509915 -4.826909 0.06 -0.06 0.36 0.000
H 2.545051 0.205470 -4.449644 -0.15 -0.13 0.11 0.000
H 3.909585 -0.007192 -2.016808 -0.02 -0.61 0.05 0.000
H 4.145024 -1.824230 -2.143105 -0.15 0.13 -0.46 0.000
H 3.384449 -1.053840 -0.649838 0.39 0.13 -0.89 0.000
H 0.672302 -3.219025 -1.509081 -0.10 0.19 -0.19 0.000
H 1.104743 -3.473781 -3.216166 0.25 0.70 0.15 0.000
H -0.268958 -2.414789 -2.784122 0.34 -0.12 0.15 0.000
C -3.818062 -0.628634 2.646378 0.32 -0.04 0.34 0.000
C -4.035248 -0.590935 1.170462 -0.46 -0.65 -0.76 0.000
O -3.591566 0.590885 0.490176 0.11 0.83 0.44 -0.003
H -2.789542 -0.864496 2.878184 0.42 0.10 0.01 0.000
H -4.409166 -1.417615 3.098557 -0.25 -0.16 -0.07 0.000
H -4.077127 0.287692 3.156931 -0.20 0.43 0.07 0.000
H -3.506486 -1.419828 0.712865 0.18 -0.14 -0.05 0.000
H -5.078614 -0.701994 0.899286 -0.37 0.10 0.12 0.000
H -3.165501 1.196401 1.115535 -0.05 -0.25 -0.07 0.000
```
Forces are in eV/Å.